{"formula": "CH10Na7O8", "method": "ωB97M-V/def2-TZVPD", "s2": 0.75, "lumo_ha": [-0.512, -0.531], "homo_energy_ev": [-18.558, -21.494], "mol_weight_g_mol": 311.01, "orbital_gap_ev": [4.6, 7.0], "multiplicity": 2, "total_charge": 4, "species": ["Na", "Na", "Na", "Na", "Na", "Na", "Na", "O", "O", "O", "O", "O", "O", "O", "O", "C", "H", "H", "H", "H", "H", "H", "H", "H", "H", "H"], "positions_angstrom": [[-10.45638, -7.99310, -1.16016], [-13.01763, -3.81883, -2.02966], [-13.71624, -6.99191, -1.62629], [-14.87900, -3.43933, 0.33318], [-9.64079, -2.65266, -0.19022], [-8.30048, -5.86370, 0.51683], [-10.37339, -5.33876, -2.86422], [-9.38237, -4.48183, 3.30027], [-10.52738, -4.84874, 0.81614], [-12.54388, -4.24235, 0.41423], [-11.55298, -5.70446, -0.77438], [-13.78699, -6.55811, 1.27896], [-11.33231, -1.12629, 0.74394], [-10.89153, -7.92855, 1.23037], [-12.79121, -3.52663, 3.30929], [-11.53862, -4.95762, 0.18665], [-13.44118, -6.89695, 2.10469], [-9.48782, -3.53218, 3.35766], [-11.82745, -1.87222, 1.08256], [-13.22255, -5.81388, 1.06978], [-11.54366, -0.40757, 1.33977], [-11.49185, -8.61080, 0.92973], [-9.87742, -4.73153, 2.52001], [-13.56391, -4.02370, 3.57776], [-12.48346, -3.96990, 2.51870], [-11.45654, -7.18133, 1.42700]], "atomic_forces_ev_per_a": [[0.2, -0.5, 0.4], [0.2, 0.4, -0.2], [-0.4, -0.4, 0.4], [-0.3, 0.2, 1.1], [-0.1, 0.9, 0.7], [0.2, 0.0, 1.1], [0.3, 0.1, -0.7], [0.6, -0.4, -0.4], [5.5, 0.9, 3.0], [-3.2, 2.0, 0.1], [-0.8, -5.0, -6.6], [0.0, -0.4, -0.8], [0.4, -1.0, -0.8], [0.7, 0.0, -1.1], [0.0, 0.3, -0.5], [-1.3, 2.2, 0.4], [-0.4, -0.4, 0.7], [0.0, 0.4, 0.5], [-0.4, -0.2, 0.5], [-0.1, 0.7, 0.2], [0.1, 0.6, 0.3], [-0.4, -0.7, 0.7], [-0.5, 0.1, 0.2], [-0.3, -0.1, 0.6], [0.2, -0.2, -0.1], [-0.1, 0.2, 0.3]]}


{"formula": "C3H8N2", "method": "ωB97M-V/def2-TZVPD", "lumo_ha": 0.040, "homo_energy_ev": -8.305, "smiles": "C=CN.C=N", "mol_weight_g_mol": 72.11, "orbital_gap_ev": 9.4, "multiplicity": 1, "total_charge": 0, "species": ["N", "N", "C", "C", "C", "H", "H", "H", "H", "H", "H", "H", "H"], "positions_angstrom": [[1.93202, -0.27688, -0.25155], [-1.82686, -1.29894, 0.52233], [-1.61321, 1.13319, 0.68443], [-1.96816, 0.01158, 0.06330], [3.11130, -0.06176, -0.62588], [1.25054, 0.36369, -0.65731], [-2.60206, 0.04172, -0.82297], [-1.74545, 2.07070, 0.18628], [3.34305, 0.69848, -1.40089], [-1.94360, -1.98652, -0.20026], [4.03261, -0.37444, -0.13465], [-0.95160, 1.17930, 1.54091], [-1.01859, -1.50012, 1.09625]], "atomic_forces_ev_per_a": [[0.0, -0.4, 1.1], [0.3, 0.2, -0.1], [0.9, 0.0, -0.3], [-0.7, -0.5, 0.3], [0.4, 2.1, -0.8], [0.1, -0.4, -0.5], [0.2, 0.2, 0.0], [-0.4, 0.3, -0.2], [-0.1, -0.3, 0.1], [0.0, -0.1, 0.0], [-0.4, -1.1, 0.1], [-0.2, -0.3, 0.2], [-0.1, 0.2, 0.0]]}


{"formula": "C2HDyO3", "method": "ωB97M-V/def2-TZVPD", "s2": 9.77, "lumo_ha": [-0.401, -0.428], "homo_energy_ev": [-19.822, -19.328], "mol_weight_g_mol": 235.53, "orbital_gap_ev": [8.9, 7.7], "multiplicity": 6, "total_charge": 2, "species": ["Dy", "O", "O", "O", "C", "C", "H"], "positions_angstrom": [[-1.42269, 0.51783, -2.57310], [-1.51371, -0.05846, 1.43884], [0.73675, 0.13938, 1.21255], [-0.43403, -0.09787, -0.57900], [1.62460, 0.23177, 0.19724], [-0.57127, -0.02568, 0.70273], [1.58035, -0.70697, -0.39926]], "atomic_forces_ev_per_a": [[0.1, -0.4, 0.9], [2.2, 0.1, -1.7], [5.2, 1.7, -2.1], [-1.0, 0.6, -2.4], [-3.9, -2.0, 4.3], [-3.6, -0.6, 1.5], [1.1, 0.5, -0.5]]}


Energy above the lowest of the compared OMol25 structures with the same formula, charge and spin for every record listed, in sequence, given in kcal per mole: 0.0 61.7 49.1.